14
Properties=species:S:1:pos:R:3:lowdin_charge:R:1 method="wB97M-V/def2-TZVPD" homo_ha=-0.33101 e_lumo_ha=0.024 e_above_lowest_ev=2.258 multiplicity=1 homo_lumo_gap_ev=9.66 molar_mass_g_mol=88.11 energy_ev=-8371.0236 charge=0
C -1.31 -0.93 1.56 -0.172
C -0.45 -0.25 -1.20 -0.251
H -0.70 1.65 -1.19 0.088
H 1.15 -1.30 -0.44 0.107
H 2.40 1.06 -0.69 0.078
H -0.73 -0.06 1.94 0.085
C 1.52 0.85 -0.06 -0.099
C 0.73 -0.31 -0.59 -0.179
H 0.94 1.78 0.00 0.066
H -0.97 -1.14 -1.55 0.124
H -2.18 -0.66 0.93 0.085
O -1.19 0.86 -1.47 0.005
H 1.89 0.65 0.95 0.075
O -1.03 -2.07 1.84 -0.011